{
  "formula": "C54H53ClN8O3P2PdSSe2",
  "method": "wB97M-V/def2-TZVPD",
  "species": ["Pd", "C", "C", "C", "C", "C", "C", "C", "S", "O", "O", "N", "C", "C", "C", "C", "C", "N", "H", "H", "H", "H", "H", "H", "H", "H", "H", "H", "H", "Se", "P", "C", "C", "C", "C", "C", "C", "C", "C", "C", "C", "C", "C", "C", "C", "N", "N", "N", "P", "Se", "C", "C", "C", "C", "C", "C", "C", "C", "C", "C", "C", "C", "H", "H", "H", "H", "H", "H", "H", "H", "H", "H", "H", "H", "H", "H", "H", "H", "H", "H", "H", "H", "C", "C", "C", "C", "C", "O", "C", "C", "C", "C", "C", "C", "Cl", "C", "C", "C", "N", "C", "N", "C", "N", "H", "H", "H", "H", "H", "H", "H", "H", "H", "H", "H", "H", "H", "H", "H", "H", "H", "H", "H", "H", "H", "H"],
  "coordinates": [[1.824779, 1.342442, 0.777580], [9.323220, 3.818376, 2.252018], [8.250293, 3.098490, 1.479906], [6.989417, 2.892471, 2.032357], [5.984798, 2.260617, 1.317149], [6.248678, 1.823805, 0.025617], [7.495201, 2.016649, -0.544301], [8.491123, 2.650868, 0.184086], [4.946761, 0.982529, -0.865462], [5.350190, 1.003434, -2.261902], [4.809538, -0.317359, -0.258624], [3.634877, 1.823670, -0.561905], [3.449843, 3.064382, -1.109787], [4.398918, 3.803857, -1.850483], [4.065388, 5.065007, -2.292294], [2.806789, 5.595952, -2.026128], [1.932276, 4.794745, -1.310771], [2.231446, 3.584817, -0.865808], [9.096020, 3.834184, 3.318247], [9.420182, 4.855858, 1.921268], [10.296773, 3.341614, 2.120429], [6.782160, 3.232188, 3.041150], [5.001773, 2.106148, 1.756728], [7.670581, 1.677068, -1.557386], [9.469474, 2.804055, -0.260785], [5.364852, 3.388040, -2.089075], [4.795744, 5.634674, -2.857434], [2.510689, 6.582117, -2.357924], [0.927795, 5.143720, -1.082712], [-3.911589, 3.336562, 2.681574], [-3.974614, 2.173549, 0.922714], [-4.693538, 3.115502, -0.449808], [-5.996062, 2.919307, -0.881177], [-6.515895, 3.702903, -1.904251], [-5.732564, 4.680544, -2.495500], [-4.426213, 4.878622, -2.062460], [-3.907856, 4.100394, -1.043125], [-5.051532, 0.698434, 1.091366], [-5.876897, 0.575631, 2.204364], [-6.672385, -0.549797, 2.366388], [-6.646915, -1.559509, 1.417497], [-5.826322, -1.440481, 0.304135], [-5.030694, -0.318988, 0.136979], [-2.447698, 1.568223, 0.228063], [-1.118806, 1.359312, 0.624524], [-0.484027, 0.896929, -0.478402], [-1.354567, 0.797109, -1.469055], [-2.541615, 1.188366, -1.073479], [0.062901, 1.438442, 2.016587], [2.689578, 1.471126, 3.024070], [-0.593294, 0.129090, 3.120615], [0.205961, -0.887926, 3.629597], [-0.336943, -1.841530, 4.479533], [-1.676218, -1.786043, 4.837920], [-2.483673, -0.786081, 4.319077], [-1.944722, 0.159737, 3.460689], [-0.250408, 3.018729, 2.834665], [-0.513216, 3.135743, 4.191769], [-0.702818, 4.387912, 4.753456], [-0.627084, 5.527983, 3.964754], [-0.353875, 5.411051, 2.608489], [-0.164580, 4.160612, 2.046219], [-6.607695, 2.149768, -0.426730], [-7.532170, 3.540112, -2.241883], [-6.134136, 5.286712, -3.298794], [-3.805610, 5.633444, -2.528459], [-2.886731, 4.242918, -0.709982], [-5.865512, 1.363294, 2.948136], [-7.299400, -0.642244, 3.244860], [-7.255788, -2.445634, 1.551185], [-5.786370, -2.236283, -0.429270], [-4.369043, -0.230544, -0.715136], [1.258362, -0.888193, 3.376661], [0.299206, -2.626593, 4.870327], [-2.091537, -2.527490, 5.510634], [-3.536459, -0.744370, 4.568936], [-2.584297, 0.941983, 3.073471], [-0.565721, 2.249374, 4.810849], [-0.905215, 4.472246, 5.814509], [-0.771694, 6.506617, 4.407204], [-0.279176, 6.295434, 1.987250], [0.084678, 4.060806, 0.994574], [-0.517730, -6.952958, -3.368407], [0.715108, -6.043024, -3.402201], [1.106396, -5.796107, -4.863369], [1.851345, -6.811296, -2.714698], [0.416057, -4.700520, -2.630047], [0.119588, -5.050105, -1.294221], [-0.823505, -3.994189, -3.222715], [-1.417905, -2.800257, -2.460089], [-2.100136, -3.118017, -1.153761], [-1.711590, -2.485882, 0.022982], [-2.363780, -2.739441, 1.223983], [-3.418354, -3.629850, 1.229183], [-4.283040, -3.952145, 2.715997], [-3.833219, -4.273593, 0.074350], [-3.169019, -4.009253, -1.111798], [1.667164, -3.773828, -2.738218], [1.793128, -2.809826, -1.672793], [1.646235, -1.477120, -1.677691], [1.835607, -0.998986, -0.477605], [2.147069, -2.083770, 0.255859], [2.142128, -3.213919, -0.425225], [-0.231594, -7.968411, -3.653350], [-1.289860, -6.628635, -4.066215], [-0.944464, -6.985471, -2.366456], [1.308154, -6.750898, -5.355806], [2.012456, -5.193377, -4.947956], [0.312168, -5.302271, -5.423418], [1.974669, -7.783534, -3.198358], [1.624067, -6.978077, -1.662809], [2.811826, -6.302533, -2.778705], [0.778783, -4.668828, -0.687797], [-1.611923, -4.734078, -3.361909], [-0.574430, -3.635950, -4.226949], [-2.166517, -2.360055, -3.128872], [-0.693869, -2.008382, -2.296142], [-0.902020, -1.762612, 0.011733], [-2.061005, -2.235066, 2.131337], [-4.667433, -4.961546, 0.110467], [-3.494379, -4.505836, -2.020092], [1.623753, -3.214926, -3.673077], [2.591234, -4.344103, -2.757712], [1.377096, -0.907007, -2.551693], [2.384649, -2.021498, 1.304329]],
  "atomic_forces_ev_per_a": [[0.0964, -0.2259, 0.0028], [0.0508, 0.0204, 0.0413], [-0.0241, -0.0037, -0.0245], [0.0323, 0.0161, 0.0148], [0.0192, -0.0280, -0.0804], [-0.1213, -0.0276, 0.1107], [0.0323, 0.0004, -0.0807], [0.0205, 0.0103, 0.0265], [0.0179, -0.1683, 0.0933], [-0.0057, 0.0685, 0.0071], [0.0276, 0.0828, -0.0086], [-0.0341, -0.1486, -0.1343], [-0.0936, 0.0959, 0.0041], [-0.0015, 0.1223, -0.0622], [0.0049, 0.0015, -0.0256], [-0.0377, -0.0020, 0.0234], [0.0996, 0.0246, -0.0307], [-0.0237, -0.1046, 0.0179], [-0.0086, -0.0050, 0.0010], [-0.0089, -0.0001, -0.0083], [-0.0024, -0.0020, -0.0095], [-0.0053, 0.0058, 0.0083], [-0.0424, -0.0099, 0.0357], [-0.0081, -0.0127, 0.0040], [0.0019, -0.0012, -0.0057], [-0.0087, -0.0434, 0.0392], [-0.0134, 0.0211, 0.0079], [0.0169, 0.0045, -0.0196], [-0.0001, 0.0151, 0.0009], [-0.0098, 0.1009, 0.0037], [0.0698, -0.3172, 0.0030], [0.0013, 0.0111, -0.0453], [-0.0485, 0.0116, -0.0012], [-0.0062, 0.0082, -0.0053], [-0.0092, 0.0207, -0.0210], [0.0160, -0.0081, 0.0104], [-0.0249, 0.0288, -0.0348], [-0.0223, 0.0244, 0.1497], [0.0735, 0.0323, -0.0170], [-0.0292, -0.0049, 0.0186], [-0.0400, 0.0077, -0.0145], [-0.0662, -0.0406, -0.0683], [0.1020, 0.0875, 0.0195], [0.0387, -0.0209, 0.0311], [-0.0933, 0.1009, -0.2774], [-0.0305, 0.0738, 0.1013], [0.0985, -0.1188, -0.0845], [-0.1852, 0.1705, 0.0167], [0.5645, -0.2548, 0.1056], [-0.2074, 0.0184, -0.0139], [-0.1390, 0.1525, 0.0463], [0.0408, 0.0639, -0.1125], [0.0549, -0.0642, -0.0026], [0.0154, -0.0870, 0.0361], [-0.0572, 0.0261, 0.0095], [-0.0003, 0.0074, -0.0185], [-0.2529, 0.0186, 0.0597], [-0.0394, 0.0178, -0.0027], [0.0011, 0.0285, 0.0155], [0.0055, 0.0051, -0.0001], [0.0011, 0.0135, 0.0198], [0.0167, 0.0051, -0.0464], [0.0086, -0.0029, 0.0057], [-0.0080, 0.0050, -0.0041], [-0.0040, -0.0007, -0.0016], [-0.0043, 0.0122, -0.0066], [-0.0014, -0.0128, 0.0018], [-0.0093, 0.0059, 0.0091], [-0.0090, -0.0037, 0.0056], [0.0223, -0.0129, 0.0030], [0.0028, 0.0240, 0.0033], [0.0147, -0.0085, -0.0458], [0.0789, 0.0306, 0.0172], [-0.0051, -0.0128, 0.0084], [-0.0063, -0.0144, -0.0230], [-0.0301, 0.0137, 0.0078], [0.0010, 0.0483, 0.0393], [0.0278, -0.0089, -0.0106], [-0.0108, 0.0169, 0.0085], [-0.0123, 0.0029, 0.0052], [-0.0066, 0.0162, 0.0057], [-0.0080, -0.0139, 0.0095], [-0.0568, -0.0348, -0.0124], [0.0432, 0.0388, -0.0432], [0.0394, 0.0136, 0.0164], [0.0093, -0.0039, 0.0252], [0.0698, 0.0772, -0.2364], [0.1847, -0.0298, 0.1977], [0.0994, 0.0478, -0.0983], [-0.0927, -0.0389, -0.0870], [0.0319, 0.0456, 0.0104], [-0.0388, 0.0220, 0.0175], [0.0361, 0.0326, -0.0760], [-0.0979, -0.1334, 0.0424], [0.0396, -0.0020, 0.0444], [0.0788, 0.0203, 0.0244], [0.0064, 0.0135, 0.0348], [-0.1796, 0.0421, -0.0409], [0.1762, -0.0497, 0.0077], [-0.2347, 0.0644, -0.0174], [0.2586, 0.1935, 0.1274], [-0.0219, -0.0573, -0.0879], [-0.2090, -0.2361, 0.0786], [0.0007, 0.0058, -0.0074], [-0.0220, 0.0119, -0.0067], [-0.0061, -0.0049, 0.0346], [-0.0095, -0.0184, 0.0138], [0.0103, 0.0104, -0.0088], [-0.0314, 0.0328, 0.0052], [-0.0150, 0.0068, -0.0050], [-0.0162, 0.0034, 0.0095], [0.0399, 0.0382, 0.0106], [-0.0505, 0.0702, -0.0526], [-0.0268, -0.0038, 0.0985], [0.0455, -0.0633, -0.0014], [0.0215, 0.0255, 0.0512], [0.0599, 0.0348, 0.0133], [0.0109, 0.0098, -0.0522], [0.0054, 0.0022, 0.0143], [-0.0117, -0.0078, -0.0030], [0.0033, 0.0046, -0.0040], [-0.0655, 0.0197, 0.0171], [-0.0059, -0.1118, 0.0735], [-0.0068, 0.0396, -0.0394], [0.0682, -0.0406, 0.0440]],
  "homo_lumo_gap_ev": 4.8,
  "e_homo_ev": -1.26,
  "spin_multiplicity": 1,
  "charge": -2,
  "de_lowest_kj_mol": 0.00,
  "molar_mass_g_mol": 1255.879
}